Record 1
Here is a molecular structure, C29H34HfN10O3S from the Open Molecules 2025 dataset. Energies are from the ωB97M-V functional and the def2-TZVPD basis.

Geometry as XYZ:
```
78
C29H34HfN10O3S, DFT the ωB97M-V functional and the def2-TZVPD basis
Hf -0.2778 0.2134 0.0028
C 0.3893 -2.0459 -5.4224
C -0.3747 -2.7146 -4.4790
C -0.8814 -2.0357 -3.3764
C -0.6168 -0.6855 -3.2065
C 0.1399 -0.0114 -4.1628
C 0.6397 -0.6886 -5.2629
N -1.1194 0.0465 -2.0765
C -2.0269 0.9938 -2.3775
C -2.7880 1.0124 -3.5859
C -3.6965 1.9987 -3.8127
C -3.9205 3.0621 -2.8891
C -3.2208 3.0925 -1.7309
C -2.2725 2.0654 -1.4626
N -1.4745 2.0777 -0.3742
N -1.6391 2.9609 0.5331
C -0.6223 2.9571 1.4890
C -0.7447 3.8838 2.5238
C 0.3035 4.0062 3.4078
C 1.4408 3.2186 3.2222
C 1.4454 2.2968 2.2000
N 0.4170 2.1237 1.3604
H 0.7735 -2.5732 -6.2860
H -0.6008 -3.7658 -4.6078
H -1.5059 -2.5449 -2.6625
H 0.3287 1.0487 -4.0399
H 1.2227 -0.1532 -6.0017
H -2.6504 0.2203 -4.3076
H -4.2756 1.9741 -4.7275
H -4.6400 3.8333 -3.1247
H -3.3497 3.8805 -1.0036
H -1.6350 4.4926 2.5787
H 0.2572 4.7210 4.2187
H 2.3050 3.3237 3.8623
H 2.3153 1.6812 2.0146
N -1.2484 -4.1866 2.0191
C -1.0168 -3.4752 0.8865
S -2.3555 -3.4201 -0.2580
N 0.1582 -2.9599 0.7413
N 0.4004 -1.9788 -0.2466
C 1.3730 -2.2884 -1.0349
C 2.1547 -1.4143 -1.8909
C 2.9587 -2.0439 -2.8543
C 3.7616 -1.3152 -3.7059
C 3.7790 0.0725 -3.5969
C 3.0087 0.7212 -2.6483
C 2.1941 -0.0072 -1.7863
O 1.4787 0.6244 -0.8493
H -1.9600 -4.8960 1.9993
H -0.4649 -4.3342 2.6360
H 1.6924 -3.3303 -1.0139
H 2.9259 -3.1247 -2.9347
H 4.3611 -1.8163 -4.4532
H 4.3982 0.6575 -4.2657
H 3.0132 1.8002 -2.5607
N 5.7252 -0.8297 1.9171
C 4.3205 -0.9553 2.4773
C 3.2954 -0.7360 1.3685
N 1.9244 -0.8146 1.8170
H 6.4355 -0.9564 2.6396
H 5.8744 0.0876 1.4930
H 5.8957 -1.5281 1.1912
H 4.2383 -0.2145 3.2711
H 4.2515 -1.9495 2.9141
H 3.4430 -1.4881 0.5885
H 3.4644 0.2333 0.8847
H 1.7164 -0.2387 2.6237
H 1.6044 -1.7602 2.0025
N -4.1533 -1.6655 2.1038
C -3.0303 -1.0226 2.7659
C -2.0269 -0.5308 1.7669
O -2.3356 -0.3637 0.5531
O -0.8235 -0.2759 2.1108
H -3.2812 -3.1731 0.7036
H -4.6482 -1.0080 1.5123
H -4.8118 -2.0173 2.7873
H -2.5161 -1.7357 3.4105
H -3.2823 -0.1581 3.3956
```

Results
LUMO energy (spin up / spin down) (Eh): -0.22055 / -0.22177
E_HOMO (spin up / spin down) (eV): -11.9 / -11.8
Kohn-Sham gap (spin up / spin down) (eV): 5.87 / 5.81
Charge: +2
ΔE to the lowest compared entry with this formula, charge and spin (kcal/mol): 25.7

***

Record 2
Here is a molecular structure, C29H34N5O10PS2Ti from the Open Molecules 2025 dataset. Energies are from the ωB97M-V functional and the def2-TZVPD basis.

Geometry as XYZ:
```
82
C29H34N5O10PS2Ti, DFT the ωB97M-V functional and the def2-TZVPD basis
Ti -0.8144 0.1216 0.6059
O -0.3754 4.1753 0.7520
C -0.8693 3.0486 0.7220
N -0.4332 1.9409 1.4784
C -0.0135 2.0540 2.7530
O 0.4418 3.0063 3.3713
C -0.2755 0.7594 3.5001
C 0.0865 0.6133 4.8272
C -0.2112 -0.5775 5.4683
C -0.8573 -1.5818 4.7677
C -1.1796 -1.3574 3.4404
N -0.9089 -0.2063 2.8243
C -2.0388 2.6809 -0.0530
C -2.7532 3.6414 -0.7887
C -3.9224 3.3014 -1.4114
C -4.3804 1.9535 -1.3102
C -3.6253 1.0507 -0.6077
N -2.4743 1.3581 0.0220
H 0.5998 1.4340 5.3071
H 0.0735 -0.7317 6.5031
H -1.0536 -2.5483 5.2100
H -1.6285 -2.1251 2.8280
H -2.3431 4.6424 -0.8264
H -4.4827 4.0353 -1.9791
H -5.2899 1.6229 -1.7942
H -3.9343 0.0143 -0.5454
N -4.2662 -1.4631 1.7471
C -3.8269 -2.6551 1.0149
C -2.7598 -2.3746 -0.0600
O -2.8248 -2.9892 -1.1129
O -1.8394 -1.5311 0.2726
H -3.5994 -0.7106 1.5998
H -4.2898 -1.6301 2.7449
H -4.6717 -3.1199 0.5079
H -3.3835 -3.4165 1.6703
C -2.1715 -0.6575 -3.3198
C -1.1947 0.2425 -4.0628
C -1.2108 -0.0591 -5.5560
C -1.5059 1.7146 -3.8284
O 0.1458 -0.1170 -3.6517
P 0.9262 0.3518 -2.3360
O 2.1131 -0.5005 -2.1664
O -0.0944 0.5341 -1.2197
O 1.3130 1.8946 -2.6655
C 2.6425 2.4358 -2.6375
C 3.5299 1.7640 -3.6815
C 3.2279 2.3087 -1.2323
C 2.4378 3.9063 -2.9804
H -3.1961 -0.4747 -3.6543
H -2.1139 -0.4652 -2.2515
H -1.9200 -1.7058 -3.4771
H -2.2050 0.1314 -5.9675
H -0.9502 -1.1049 -5.7281
H -0.4852 0.5732 -6.0729
H -2.5184 1.9245 -4.1798
H -0.8011 2.3497 -4.3708
H -1.4593 1.9645 -2.7708
H 3.6030 0.6981 -3.4702
H 4.5308 2.2057 -3.6609
H 3.1057 1.9060 -4.6789
H 3.3873 1.2598 -0.9805
H 2.5331 2.7439 -0.5100
H 4.1768 2.8490 -1.1716
H 1.9738 3.9974 -3.9647
H 3.3961 4.4325 -2.9892
H 1.7809 4.3681 -2.2420
O 0.8851 -5.5628 2.6105
S 1.0823 -4.2865 3.2485
O 0.5163 -4.1485 4.5733
N 0.6363 -3.0440 2.2962
C 1.6571 -2.2680 1.9927
S 1.6191 -0.8177 1.1405
C 2.9729 -2.7442 2.5411
C 4.2353 -2.1950 2.3762
C 5.3125 -2.8261 2.9828
C 5.1387 -3.9824 3.7408
C 3.8744 -4.5336 3.9042
C 2.8166 -3.8917 3.2939
H 4.3540 -1.3018 1.7768
H 6.3083 -2.4162 2.8639
H 5.9971 -4.4545 4.2033
H 3.7213 -5.4343 4.4849
```

Results
Expectation value of S²: 2.02
Multiplicity: 3
LUMO energy (spin up / spin down) (Eh): 0.15059 / 0.15059
E_HOMO (spin up / spin down) (eV): -0.1 / -3.6
Kohn-Sham gap (spin up / spin down) (eV): 4.21 / 7.69
Charge: -2

***

Record 3
Here is a molecular structure, C29H35AsCl5N3O4Ru from the Open Molecules 2025 dataset. Energies are from the ωB97M-V functional and the def2-TZVPD basis.

Geometry as XYZ:
```
78
C29H35AsCl5N3O4Ru, DFT the ωB97M-V functional and the def2-TZVPD basis
Ru 0.4124 0.3199 -0.1846
C 3.4618 0.8759 4.6878
N 3.1713 0.2040 3.4308
C 4.2632 -0.5946 2.8810
C 2.1153 0.4791 2.6587
O 2.0514 0.0706 1.4915
C 0.9970 1.3272 3.2643
O -0.1991 1.2389 2.5267
C -1.2314 0.4506 3.0574
C -1.3213 -0.8879 2.3303
O -0.4338 -1.2515 1.5497
N -2.4096 -1.6223 2.5837
C -2.6299 -2.8697 1.8593
C -3.4537 -1.1963 3.5063
H 4.0470 0.2084 5.3164
H 2.5592 1.1481 5.2277
H 4.0495 1.7812 4.5154
H 4.6358 -1.2634 3.6547
H 5.0792 0.0467 2.5399
H 3.8973 -1.1764 2.0424
H 1.3127 2.3742 3.2322
H 0.8206 1.0563 4.3061
H -2.1608 1.0061 2.9153
H -1.0969 0.2693 4.1283
H -1.7620 -3.0729 1.2403
H -3.5129 -2.7771 1.2238
H -2.7769 -3.6897 2.5619
H -4.0073 -0.3371 3.1207
H -3.0492 -0.9421 4.4863
H -4.1529 -2.0165 3.6382
Cl -2.0752 7.4219 -0.8193
C -1.7639 5.7413 -0.9750
C -0.7002 5.1587 -0.2925
Cl 0.3090 6.1124 0.7209
C -0.4515 3.8055 -0.4403
Cl 0.8823 3.0473 0.3276
C -1.2355 2.9516 -1.2489
O -0.9867 1.6894 -1.3706
C -2.3082 3.5814 -1.9293
Cl -3.2690 2.6086 -2.9671
C -2.5618 4.9395 -1.7970
Cl -3.8600 5.6542 -2.6608
C 0.9801 -4.6082 -3.1918
C 1.6737 -3.4072 -3.0796
C 1.0870 -2.3221 -2.4670
C -0.2310 -2.3914 -1.9822
C -0.9154 -3.6216 -2.0827
C -0.3066 -4.7091 -2.6740
N -0.7979 -1.2752 -1.4179
C -2.1485 -1.0828 -1.5540
C -2.8534 -1.5075 -2.7030
C -4.2206 -1.3504 -2.7841
C -4.9291 -0.7866 -1.7295
C -4.2478 -0.3282 -0.6052
C -2.8810 -0.4482 -0.5268
H 1.4414 -5.4584 -3.6750
H 2.6737 -3.3215 -3.4849
H 1.5940 -1.3721 -2.3925
H -1.9079 -3.7113 -1.6611
H -0.8348 -5.6517 -2.7329
H -2.3006 -1.9154 -3.5382
H -4.7452 -1.6642 -3.6767
H -6.0017 -0.6671 -1.7996
H -4.7964 0.1467 0.1982
H -2.3396 -0.0850 0.3345
C 4.7950 1.8543 -2.1417
As 3.2052 1.1444 -1.2117
C 3.7778 -0.7413 -1.1561
C 2.0640 1.1584 -2.8293
H 4.9697 1.2917 -3.0584
H 5.6765 1.7911 -1.5062
H 4.6288 2.9008 -2.3928
H 3.9777 -1.1418 -2.1505
H 3.0209 -1.3398 -0.6518
H 4.6951 -0.8060 -0.5703
H 2.5117 0.5583 -3.6224
H 1.9851 2.1893 -3.1745
H 1.0451 0.8085 -2.6485
```

Results
Expectation value of S²: 8.80
Multiplicity: 6
LUMO energy (spin up / spin down) (Eh): -0.07201 / -0.16516
E_HOMO (spin up / spin down) (eV): -9.9 / -9.9
Kohn-Sham gap (spin up / spin down) (eV): 7.91 / 5.37
Charge: +1
ΔE to the lowest compared entry with this formula, charge and spin (kcal/mol): 37.1